The following is a DFT calculation (wB97M-V/def2-TZVPD) of the ion C7H16BN3O2 with charge +2 at a distorted geometry.

## Properties
LUMO	-0.2818	Ha
structure (SMILES)	C=C/C(=N\C=C(\[NH2+]C)B(O)O)[NH2+]C
energy above the lowest of the compared OMol25 structures with the same formula, charge and spin	0.000	eV
Kohn-Sham gap	8.9178	eV

Geometry as ORCA input:
```
! wB97M-V def2-TZVPD RIJCOSX def2/J DEFGRID3
* xyz 2 1
C -1.298 1.567 -0.539
C -0.076 2.042 -0.293
C 0.790 1.503 0.728
N 0.643 0.481 1.449
C -0.307 -0.481 1.425
C -0.570 -1.299 0.393
N -1.523 -2.404 0.616
C -2.909 -2.073 0.202
B 0.148 -1.416 -1.023
O 1.012 -0.462 -1.412
O -0.209 -2.529 -1.686
N 2.051 2.240 0.984
C 3.067 1.994 -0.071
H -1.890 2.003 -1.329
H -1.779 0.815 0.053
H 0.309 2.854 -0.894
H -0.784 -0.615 2.394
H -1.202 -3.179 0.013
H -1.523 -2.717 1.594
H -2.913 -1.789 -0.849
H -3.555 -2.940 0.332
H -3.300 -1.251 0.801
H 1.413 -0.557 -2.278
H 0.149 -2.739 -2.551
H 1.872 3.252 1.054
H 2.423 1.908 1.886
H 2.730 2.394 -1.025
H 4.007 2.473 0.199
H 3.226 0.923 -0.172
*
```



The following is a DFT calculation (wB97M-V/def2-TZVPD) of a structure of composition C20H12N2O4OsS3 at a distorted geometry.

## Properties
LUMO (spin up / spin down)	-0.3830 / -0.3828	Ha
energy above the lowest of the compared OMol25 structures with the same formula, charge and spin	0.000	eV
Kohn-Sham gap (spin up / spin down)	3.5394 / 3.5445	eV

Geometry as ORCA input:
```
! wB97M-V def2-TZVPD RIJCOSX def2/J DEFGRID3
* xyz 2 1
Os -0.884 1.516 1.241
S -5.402 -1.965 0.707
C -6.429 -3.237 0.291
C -5.819 -4.179 -0.501
C -4.487 -3.858 -0.776
C -4.076 -2.671 -0.194
C -2.785 -2.047 -0.269
C -2.540 -0.829 0.391
N -1.356 -0.213 0.350
C -0.332 -0.792 -0.368
C -0.478 -2.002 -1.058
C 0.679 -2.486 -1.764
C 1.848 -1.805 -1.760
C 1.994 -0.562 -1.050
C 3.148 0.214 -0.982
C 3.167 1.421 -0.250
C 1.984 1.808 0.405
N 0.864 1.084 0.357
C 0.868 -0.092 -0.364
C 4.343 2.243 -0.162
C 4.528 3.441 0.507
C 5.817 3.961 0.370
C 6.621 3.159 -0.407
S 5.826 1.783 -0.969
C -1.722 -2.623 -0.998
H -7.450 -3.253 0.642
H -6.321 -5.062 -0.865
H -3.853 -4.487 -1.385
H -3.318 -0.341 0.966
H 0.599 -3.419 -2.307
H 2.702 -2.194 -2.300
H 4.043 -0.110 -1.498
H 1.941 2.724 0.981
H 3.761 3.939 1.084
H 6.159 4.883 0.814
H 7.654 3.335 -0.664
H -1.879 -3.559 -1.516
O -3.298 3.286 3.175
S -1.954 3.383 2.762
O -1.100 4.449 3.117
O -1.206 2.007 3.053
O -1.859 3.151 1.190
*
```



The following is a DFT calculation (wB97M-V/def2-TZVPD) of a structure of composition C3H3CuO3 at a distorted geometry.

## Properties
LUMO	-0.0755	Ha
energy above the lowest of the compared OMol25 structures with the same formula, charge and spin	0.569	eV
Kohn-Sham gap	7.2807	eV

Geometry as ORCA input:
```
! wB97M-V def2-TZVPD RIJCOSX def2/J DEFGRID3
* xyz 0 1
H -1.597 0.992 2.195
O -0.838 -0.797 0.944
C -0.546 0.367 0.684
O -1.080 1.375 1.478
O 0.190 0.838 -0.224
Cu -0.097 2.918 0.264
H 0.752 -0.416 -1.178
C 1.115 -1.824 -1.364
C 1.296 -0.926 -2.195
H 0.805 -2.527 -0.604
*
```